DFT (ωB97M-V with the def2-TZVPD basis set) results for C3H5N3OS in the gas phase at a distorted geometry.

Maximum force (eV/A): 2.71
Energy relative to the best compared isomer or geometry (same formula, charge and spin) (kJ/mol): 93.54
HOMO energy (eV): -9.3
Spin multiplicity: 1
Total energy (a.u.): -755.00343
Frontier orbital gap (eV): 8.77

Geometry (Å):
C 0.398 -0.794 1.496
C 0.284 -0.265 -0.951
C -1.544 1.294 -1.388
H 1.894 -1.678 2.426
H -0.666 -0.431 1.546
H 1.897 -1.026 0.127
H -0.236 1.386 0.111
H -1.712 0.556 -2.119
N 0.989 -1.241 2.507
N 0.926 -0.699 0.204
N -0.476 0.830 -0.658
O 0.539 -0.711 -2.035
S -2.292 2.780 -1.266